16
Properties=species:S:1:pos:R:3:forces:R:3:nbo_charge:R:1 method="wB97M-V/def2-TZVPD" total_energy_ha=-991.8952 lumo_ev=0.32 gap_ev=8.8
C -2.188 0.364 -1.591 -0.496 -0.438 0.042 -0.61
C -0.698 0.646 -1.612 0.639 0.163 1.159 -0.41
C 0.039 -0.258 -0.597 0.782 0.340 -0.766 -0.49
S 1.740 0.420 -0.312 -0.731 -0.239 0.064 0.08
S 2.639 -1.125 0.776 0.481 -0.048 -0.322 -0.16
H -2.736 0.937 -0.842 0.254 0.336 -0.098 0.21
H -2.408 -0.663 -1.299 0.201 -0.274 -0.221 0.20
H -2.657 0.517 -2.558 -0.060 0.170 -0.107 0.22
H -0.182 0.427 -2.544 -0.444 0.171 -0.339 0.21
H -0.519 1.698 -1.373 0.014 0.002 -0.107 0.21
H -0.405 -0.357 0.388 -0.368 -0.010 -0.061 0.21
H 0.114 -1.203 -1.137 0.159 -0.313 0.629 0.21
H 1.571 -1.718 1.303 -0.426 0.148 0.155 0.13
O 1.804 0.385 4.066 0.078 0.060 -0.123 -0.94
H 2.351 0.467 3.274 -0.040 0.031 0.021 0.48
H 1.537 -0.536 4.057 -0.044 -0.101 0.074 0.46